Here is C50H67BBr2FN3O4Si2 as an isolated structure at a distorted geometry from the Open Molecules 2025 dataset. Energies are from ωB97M-V/def2-TZVPD.

```
130
Properties=species:S:1:pos:R:3:forces:R:3:lowdin_charge:R:1
C 0.765764 -4.193959 1.046788 -0.03 -0.02 0.06 -0.097
N -0.037359 -3.071512 0.569770 -0.20 0.27 0.11 -0.144
C 0.564863 -1.747811 0.646485 0.19 -0.41 -0.19 -0.273
Si 0.045430 -0.529982 -0.665612 0.65 0.93 0.18 0.510
C 1.148206 0.973259 -0.521703 -0.70 0.01 -0.23 -0.085
B 0.810081 2.098107 -1.572660 0.18 0.34 0.00 -0.717
O 1.815878 2.935052 -2.063585 -0.25 -0.88 -0.66 0.122
O -0.460787 2.316640 -2.044553 0.08 -0.35 -0.04 0.147
C 0.356100 -1.266050 -2.398751 -0.14 0.40 -0.08 -0.087
C 0.991761 -2.594835 -2.413543 -0.66 -0.20 -0.24 -0.566
O 0.472472 -3.611123 -2.709621 -0.30 -0.75 -0.14 0.154
F 2.273680 -2.619883 -2.030002 0.79 0.47 0.28 0.100
O -1.495719 0.036104 -0.480254 0.01 -0.88 -0.09 -0.226
Si -2.851589 -0.886120 -0.175811 -0.50 0.11 0.31 0.470
C -2.994579 -2.344503 -1.330216 -0.23 -0.09 -0.52 -0.218
C -4.082005 -2.217303 -2.423635 0.39 -0.59 -0.15 -0.235
C -3.908984 -3.254286 -3.563374 -0.39 0.27 -0.03 -0.284
N -3.311113 -4.502573 -3.111630 0.07 0.06 0.10 -0.003
C -2.864976 -1.422281 1.640979 -0.24 -0.08 0.15 -0.159
C -3.330877 -2.826540 1.965418 0.29 -0.31 0.24 -0.475
C -4.736516 -3.250631 1.632443 0.00 -0.18 -0.08 -0.076
N -2.592514 -3.684824 2.553508 -0.10 0.23 -0.30 0.137
C -4.207677 0.440616 -0.350218 0.39 0.30 -0.37 -0.750
Br -5.955525 -0.274879 0.073505 -0.10 -0.05 0.14 0.704
C -4.104719 1.334388 -1.633878 0.35 0.25 0.65 -0.815
C -3.823375 2.781615 -1.229337 -0.31 -0.08 0.22 -0.160
Br -5.679159 1.317485 -2.774147 0.17 -0.05 -0.29 0.674
H 1.619387 -3.822827 1.619027 -0.04 0.01 -0.03 0.081
H 0.185227 -4.840137 1.712458 0.04 -0.01 -0.11 0.054
H 1.153851 -4.796103 0.218501 0.01 0.00 0.07 0.082
H -0.434474 -3.272104 -0.335594 0.03 -0.09 0.01 0.067
H 0.401924 -1.282802 1.629073 -0.01 -0.04 0.01 0.086
H 1.663348 -1.802386 0.530012 -0.03 0.08 0.00 0.087
H 2.205960 0.706252 -0.584800 0.03 0.05 0.22 0.076
H 0.934339 1.414213 0.461856 0.24 -0.06 0.04 0.097
H 2.534022 2.355764 -2.354841 0.39 0.49 0.43 0.093
H -0.430309 2.770428 -2.896261 -0.02 0.37 0.24 0.102
H 0.976283 -0.554716 -2.951221 0.04 0.01 0.10 0.101
H -0.589341 -1.364248 -2.931063 0.03 0.05 -0.05 0.094
H -2.056723 -2.549902 -1.860394 0.08 0.08 0.22 0.058
H -3.182232 -3.258840 -0.758754 0.12 0.12 0.06 0.077
H -4.034640 -1.234415 -2.897185 -0.31 0.06 0.14 0.069
H -5.070829 -2.371056 -1.985155 0.04 0.33 0.06 0.084
H -3.293791 -2.815412 -4.355300 0.18 -0.17 0.14 0.107
H -4.904594 -3.402382 -4.008505 0.09 0.07 -0.06 0.103
H -3.120988 -5.122150 -3.887024 -0.01 0.00 -0.01 0.069
H -3.930389 -4.987668 -2.473535 -0.01 -0.05 -0.04 0.073
H -3.517140 -0.723396 2.183879 0.02 0.00 -0.11 0.090
H -1.863349 -1.304321 2.060788 0.02 0.09 -0.09 0.067
H -5.033565 -2.970866 0.619744 0.03 0.09 0.09 0.024
H -4.790254 -4.336382 1.721681 -0.04 0.10 0.09 0.079
H -5.455778 -2.802237 2.323069 0.05 0.06 -0.07 0.082
H -1.663426 -3.288882 2.703726 0.01 -0.02 0.01 0.035
H -4.004488 1.119465 0.483357 -0.10 -0.09 0.01 0.051
H -3.255582 1.000582 -2.234426 -0.29 -0.18 -0.15 0.053
H -2.962163 2.811571 -0.554690 0.06 -0.02 -0.23 0.080
H -3.641249 3.413172 -2.098537 0.06 -0.04 0.04 0.073
H -4.683367 3.183393 -0.683041 0.06 -0.02 -0.09 0.082
C 0.380997 6.636415 -3.028143 0.01 0.00 -0.01 -0.100
C 1.538804 5.968013 -3.404071 -0.03 0.00 -0.08 -0.094
C 2.494056 6.622204 -4.171399 -0.02 0.01 -0.02 -0.095
C 2.296370 7.941665 -4.555124 0.00 -0.01 -0.01 -0.103
C 1.140048 8.609199 -4.173735 0.00 0.00 0.00 -0.102
C 0.181167 7.955897 -3.411575 -0.01 0.00 0.01 -0.097
H -0.367041 6.127338 -2.432455 0.00 0.01 0.02 0.102
H 1.693034 4.941761 -3.099672 0.02 0.04 0.02 0.075
H 3.395359 6.102248 -4.470270 0.01 0.00 0.01 0.102
H 3.043727 8.451025 -5.149906 0.00 0.00 0.00 0.101
H 0.986581 9.638848 -4.469829 0.00 0.00 0.00 0.101
H -0.721127 8.475610 -3.116222 0.00 0.01 0.01 0.102
C 6.332616 1.885993 -1.729974 -0.02 0.00 0.00 -0.094
C 5.435347 0.885214 -2.075579 -0.12 -0.02 0.01 -0.109
C 5.350675 -0.274226 -1.315633 -0.03 0.00 -0.01 -0.099
C 6.167801 -0.433085 -0.204804 -0.02 0.01 -0.01 -0.091
C 7.067625 0.565481 0.140073 0.01 0.01 0.01 -0.092
C 7.151396 1.722811 -0.622008 0.01 0.00 0.02 -0.092
H 6.393536 2.790511 -2.320944 0.00 0.00 -0.01 0.102
H 4.792793 1.003304 -2.941031 0.06 0.01 -0.05 0.095
H 4.652033 -1.054604 -1.592216 0.00 0.00 0.01 0.092
H 6.102632 -1.334246 0.390791 0.01 -0.01 0.00 0.102
H 7.704485 0.442823 1.006362 0.01 0.00 0.00 0.102
H 7.854315 2.499411 -0.350635 0.00 0.01 0.01 0.102
C -0.556583 1.123291 -5.814068 0.01 -0.02 0.08 -0.097
C -1.825436 1.155082 -5.250524 0.04 0.03 -0.01 -0.092
C -2.916993 0.706963 -5.980681 -0.09 0.05 0.01 -0.088
C -2.735992 0.220030 -7.267896 -0.02 -0.03 0.02 -0.088
C -1.465473 0.175613 -7.823657 -0.01 0.00 -0.03 -0.092
C -0.374656 0.631710 -7.098346 0.02 0.00 -0.01 -0.093
H 0.295970 1.486499 -5.254125 0.05 0.02 0.04 0.094
H -1.965810 1.541206 -4.247277 -0.03 -0.03 0.00 0.081
H -3.910915 0.760728 -5.553472 0.01 -0.04 0.03 0.082
H -3.588363 -0.123390 -7.839312 -0.01 -0.01 0.00 0.103
H -1.326114 -0.207012 -8.826204 0.00 0.00 -0.01 0.102
H 0.615118 0.608541 -7.535516 0.00 0.00 0.00 0.102
C 2.504713 7.040291 0.117953 0.00 -0.01 0.01 -0.086
C 3.023260 6.979329 1.404114 0.00 0.00 0.00 -0.098
C 3.972623 7.905095 1.814874 0.00 0.00 0.00 -0.102
C 4.399906 8.894065 0.939923 0.00 0.00 0.00 -0.101
C 3.879770 8.954706 -0.345847 0.01 0.00 0.01 -0.090
C 2.933350 8.027147 -0.758801 0.01 0.02 0.02 -0.079
H 1.766801 6.317245 -0.205961 0.00 -0.01 -0.01 0.094
H 2.687634 6.209648 2.087515 0.00 -0.01 0.00 0.098
H 4.379748 7.855524 2.816651 0.00 0.00 0.01 0.098
H 5.138541 9.617601 1.260565 0.00 0.00 0.00 0.098
H 4.212613 9.726478 -1.028343 0.00 0.00 0.00 0.100
H 2.531309 8.071881 -1.761366 -0.02 0.00 -0.01 0.072
C 1.408843 -6.008536 5.568903 0.03 0.02 -0.01 -0.117
C 0.444499 -5.356228 4.812397 0.01 0.00 -0.01 -0.112
C -0.602370 -6.072530 4.248145 -0.02 0.01 -0.03 -0.099
C -0.683001 -7.444716 4.446571 0.02 0.00 0.02 -0.088
C 0.279391 -8.097839 5.204342 -0.01 0.00 0.01 -0.096
C 1.327182 -7.379968 5.764826 0.00 -0.01 0.01 -0.099
H 2.222434 -5.446549 6.010820 0.01 0.00 -0.01 0.100
H 0.506279 -4.284566 4.666727 0.00 0.01 0.00 0.101
H -1.352582 -5.563774 3.655548 -0.05 0.00 0.03 0.067
H -1.499894 -8.004618 4.009872 -0.01 0.00 -0.01 0.101
H 0.212595 -9.166948 5.360069 0.00 -0.01 0.00 0.099
H 2.077830 -7.888638 6.355984 0.00 0.00 0.00 0.100
C -0.471627 -4.545127 8.437163 -0.02 -0.03 0.00 -0.087
C 0.545280 -3.950755 9.171167 0.01 0.01 0.00 -0.095
C 0.238435 -3.123617 10.242913 0.01 0.00 0.00 -0.101
C -1.087125 -2.894701 10.584388 0.00 0.00 0.00 -0.102
C -2.104851 -3.490372 9.852078 -0.01 0.00 0.00 -0.099
C -1.797224 -4.313389 8.777628 -0.01 0.01 0.01 -0.090
H -0.232295 -5.188699 7.601134 -0.01 -0.01 -0.01 0.080
H 1.579510 -4.133510 8.907413 0.01 0.00 0.00 0.097
H 1.032232 -2.657631 10.812640 0.00 0.00 0.01 0.098
H -1.327068 -2.252128 11.421760 0.00 0.00 0.00 0.098
H -3.138633 -3.312593 10.119294 -0.01 0.00 0.00 0.099
H -2.590083 -4.774905 8.203179 0.00 -0.01 0.00 0.102
```
Positions in Å, forces in eV/Å.

Results
**Kohn-Sham gap**: 8.924 eV
**E**: -224838.3444 eV
**Maximum force**: 1.15 eV Å⁻¹